A structure of composition C2H4NO in a non-equilibrium geometry. Source: OMol25; level of theory: ωB97M-V with the def2-TZVPD basis set.

Each line ends with the Mulliken charge.
Positions of all 8 atoms, in Å:
C 0.1282 0.1207 0.4309  0.207
C 0.3414 -1.2999 0.4769  -0.155
N -1.0634 0.2511 0.3269  0.594
O -2.1869 0.2496 0.2931  -0.292
H 0.7348 2.3830 -1.4449  0.257
H 0.9154 1.8743 -0.8255  -0.212
H 0.2658 -1.8260 -0.5476  0.289
H 0.8648 -1.7528 1.2903  0.311

Calculated values
Total charge   +1
Gap between HOMO and LUMO (spin up / spin down)   8.76 / 8.76 eV
Multiplicity   1

=====

The molecule C3H2ClIO in a non-equilibrium geometry. Source: OMol25; level of theory: ωB97M-V with the def2-TZVPD basis set.

Each line ends with the Mulliken charge.
Positions of all 8 atoms, in Å:
O -0.6989 0.6119 0.6042  -0.451
C 0.4462 -0.0537 -0.0895  -0.185
I 2.1567 1.2590 0.4358  0.025
C 1.0926 -1.4822 -0.1110  -0.441
C 1.8693 -2.3742 0.1202  0.561
Cl 2.8718 -3.6536 0.1886  -0.159
H -0.9122 0.1326 1.4167  0.330
H 0.2549 0.1793 -1.1377  0.320

Calculated values
Total charge   0
Gap between HOMO and LUMO   9.24 eV
Multiplicity   1
SMILES   O[C@@H](I)C#CCl

=====

A cluster of 2 separate species, C3H2F2O2 in total in a non-equilibrium geometry. Source: OMol25; level of theory: ωB97M-V with the def2-TZVPD basis set.

Each line ends with the Mulliken charge.
Positions of all 9 atoms, in Å:
F 1.9989 0.9104 0.8452  -0.246
C 1.2932 0.2166 -0.1884  -0.156
C -0.0028 0.1290 -0.1962  0.075
F -0.5126 -0.7421 -1.1221  -0.225
H 2.0422 -0.3253 -0.7835  0.296
H -0.8596 0.6456 0.2241  0.232
O -3.7198 0.5196 1.4896  -0.375
C -3.7150 0.3185 0.3473  0.725
O -3.6098 0.1096 -0.7672  -0.326

Calculated values
Total charge   0
Gap between HOMO and LUMO   10.86 eV
Multiplicity   1
SMILES   F/C=C/F.O=C=O

=====

A structure of composition C14H9F5I2LaO4S2Y in a non-equilibrium geometry. Source: OMol25; level of theory: ωB97M-V with the def2-TZVPD basis set.

Each line ends with the Mulliken charge.
Positions of all 38 atoms, in Å:
I 1.4764 -4.1566 -0.4497  0.440
I 1.7841 4.2367 -0.4575  0.348
La 0.4229 1.7741 0.1561  1.797
Y 0.3161 -1.6621 0.0256  0.419
S 1.4166 -0.0613 -1.7793  -0.447
C -1.8088 -1.9413 -1.4376  0.362
C -1.5301 -2.0145 1.6662  0.357
C 0.5621 0.0203 -3.6120  1.376
C 1.3728 1.1508 -4.2486  -1.483
C -0.9439 0.2999 -3.7352  -1.226
C 0.9131 -1.3733 -4.1284  -1.375
C -1.3559 2.1336 1.8871  0.197
C -1.9104 2.1688 -1.2269  0.047
O -2.1324 -2.5266 2.4720  0.039
O -2.6095 -2.3580 -2.1560  -0.022
O -1.8046 2.6039 2.8088  0.038
O -2.6804 2.7353 -1.8630  -0.007
H 1.1387 1.2732 -5.3272  0.446
H 2.4477 0.9424 -4.1184  0.443
H 1.1783 2.1061 -3.7174  0.326
H -1.3551 -0.3001 -4.5773  0.375
H -1.1475 1.3603 -3.9704  0.410
H -1.5544 0.0265 -2.8582  0.026
H 0.6851 -1.4663 -5.2110  0.475
H 0.3674 -2.1599 -3.5650  0.253
H 1.9855 -1.5646 -3.9541  0.447
F -0.9627 -0.1035 6.8709  -0.196
C -0.3271 -0.0974 5.6867  0.498
C 0.1131 1.1180 5.1393  0.384
F -0.1189 2.2853 5.7932  -0.236
C 0.8049 1.1031 3.9291  -0.175
F 1.2185 2.3133 3.3735  -0.363
C 1.0599 -0.1007 3.2281  0.872
S 2.0306 -0.1600 1.7322  -0.309
C 0.6187 -1.3001 3.8259  -0.299
F 0.8706 -2.5037 3.1792  -0.334
C -0.0734 -1.3134 5.0338  0.326
F -0.4679 -2.4882 5.5855  -0.230

Calculated values
Total charge   +4
Gap between HOMO and LUMO (spin up / spin down)   3.70 / 3.55 eV
Multiplicity   1

=====

A cluster of 3 separate species, C17H27BClO7 in total in a non-equilibrium geometry. Source: OMol25; level of theory: ωB97M-V with the def2-TZVPD basis set.

Each line ends with the Mulliken charge.
Positions of all 53 atoms, in Å:
C 2.6187 -2.1519 -3.2526  -0.735
C 2.7990 -0.9543 -2.1677  0.310
Cl 4.2758 0.0865 -2.5202  -0.294
C 1.4702 -0.0099 -2.0745  -0.762
B 1.1572 0.1483 -0.4383  0.183
C 0.3894 1.6000 -0.1471  -0.688
C 1.2795 2.6596 0.6352  0.352
O 1.5253 3.7780 0.0596  -0.608
C 1.9112 2.4743 2.0848  0.567
C 1.1164 2.0820 3.3685  -0.140
C 1.8647 1.9713 4.7525  -0.205
C 3.4081 2.2578 4.8518  -0.467
C 4.1923 2.6604 3.5556  -0.403
C 3.4564 2.7559 2.2020  -0.494
H 1.6723 -2.0396 -3.8835  0.043
H 2.5930 -3.1431 -2.6678  0.226
H 3.5735 -2.1598 -3.8919  0.294
H 2.9707 -1.4701 -1.1557  0.281
H 1.6714 1.0044 -2.5795  0.327
H 0.5810 -0.5083 -2.6107  -0.028
H 0.4981 -0.7652 -0.0228  -0.284
H 2.2188 0.2019 0.0954  -0.196
H -0.6513 1.4655 0.3280  0.228
H 0.1845 2.0522 -1.1950  0.195
H -0.0114 1.8707 3.3213  0.274
H 1.3232 1.7112 5.7349  0.187
H 3.9588 2.1811 5.8426  0.294
H 5.3030 2.9015 3.6157  0.285
H 4.0224 3.0360 1.2491  0.281
C -0.4726 -0.0351 -6.6309  -0.566
O -1.7779 -0.5659 -6.8640  -0.318
C -2.0719 -1.6458 -6.1215  0.789
O -1.3451 -2.1685 -5.3148  -0.527
O -3.3191 -2.0417 -6.4352  -0.334
C -3.7653 -3.1882 -5.7151  -0.612
H -0.3439 0.8308 -7.2814  0.206
H -0.3691 0.2930 -5.5942  0.276
H 0.2936 -0.7723 -6.8811  0.282
H -3.7908 -2.9839 -4.6424  0.295
H -3.1287 -4.0498 -5.9292  0.282
H -4.7789 -3.4169 -6.0472  0.213
C -1.3169 -0.3970 6.5780  -0.600
O -2.6886 -0.6741 6.3189  -0.329
C -3.0411 -0.4976 5.0360  0.764
O -2.3113 -0.1397 4.1459  -0.493
O -4.3487 -0.7876 4.9178  -0.340
C -4.8614 -0.6406 3.5947  -0.608
H -1.1345 -0.5680 7.6397  0.268
H -0.6732 -1.0679 6.0048  0.304
H -1.0867 0.6466 6.3515  0.243
H -4.3537 -1.3203 2.9068  0.293
H -4.7655 0.3936 3.2568  0.285
H -5.9207 -0.8996 3.6170  0.207

Calculated values
Total charge   -1
Gap between HOMO and LUMO   7.65 eV
Multiplicity   1

=====

Looking at DFT total energy for the records above, in order, we have -208.04082 -948.51474 -465.70174 -2799.19425 -1675.55309 Eh.